Record 1
Here is a cluster of 3 separate species, C37H71BrCl2N4O6PS3 in total in a non-equilibrium geometry from the OMol25 dataset. Energies are from the ωB97M-V functional and the def2-TZVPD basis.

Each line ends with the Mulliken charge.
Element x y z (Å)
C: -3.337 -3.319 0.261  -0.733
C: -3.021 -2.131 -0.241  -0.742
C: -2.669 -0.581 -0.482  0.307
N: -1.391 -0.037 -0.050  1.222
C: -0.400 -0.864 0.614  -2.073
N: -0.685 -1.520 1.781  1.007
O: -1.882 -1.364 2.439  -0.318
S: 0.355 -2.611 2.643  -0.089
C: 0.847 -4.102 1.670  0.404
C: 2.230 -4.662 2.361  0.034
O: 2.340 -5.806 2.890  -0.541
O: 3.424 -3.816 2.320  -0.256
C: 3.624 -3.139 3.596  0.116
C: 5.175 -2.827 3.948  -0.060
C: 5.925 -1.941 2.785  -0.546
O: 5.396 -2.305 5.289  -0.358
C: 4.761 -1.033 5.497  0.593
O: 3.520 -0.945 5.845  -0.522
C: 5.528 0.412 5.383  -0.270
S: 7.363 0.259 5.095  -0.213
N: 0.965 -0.931 0.031  1.543
C: 2.056 -0.498 0.882  -0.808
C: 3.091 0.662 0.648  -0.126
C: 3.750 0.958 2.140  -0.908
C: 1.015 -0.893 -1.442  0.008
C: 2.461 -1.180 -2.097  -0.654
C: 3.179 -2.550 -1.522  -0.742
C: 0.077 -2.168 -1.916  0.391
C: 0.467 -2.896 -3.294  -0.471
C: -0.849 -3.690 -3.881  -0.128
N: -0.795 -3.593 -5.405  -0.732
C: 0.351 0.546 -1.926  1.445
S: -0.502 0.380 -3.623  -0.073
P: 1.713 1.844 -2.319  0.417
O: 2.176 1.401 -3.950  -0.577
Cl: 1.069 3.813 -2.467  -0.214
C: -0.802 1.072 -0.892  -1.724
Br: -0.024 2.288 0.557  0.024
C: -1.910 2.052 -1.561  -0.108
C: -2.784 2.771 -0.358  -0.670
C: -4.279 3.003 -1.008  -0.417
Cl: -4.016 4.317 -2.320  -0.194
H: -3.835 -4.233 0.776  0.368
H: -3.542 0.064 -0.054  0.715
H: -2.737 -0.530 -1.651  0.011
H: -1.901 -0.413 2.730  0.277
H: 1.118 -3.930 0.568  -0.222
H: 0.101 -4.994 1.769  0.529
H: 3.075 -2.109 3.608  -0.233
H: 3.174 -3.780 4.440  0.399
H: 5.721 -3.859 3.912  0.368
H: 5.796 -0.809 2.932  -0.084
H: 7.071 -2.145 2.875  0.325
H: 5.579 -2.278 1.740  0.166
H: 5.396 0.976 6.397  0.393
H: 5.021 1.102 4.592  0.047
H: 7.600 1.155 4.027  0.147
H: 2.683 -1.451 1.168  0.075
H: 1.571 -0.206 1.914  0.335
H: 4.043 0.415 0.015  0.347
H: 2.741 1.693 0.313  -0.103
H: 4.789 1.442 2.067  0.437
H: 3.022 1.646 2.735  0.272
H: 3.737 -0.057 2.700  0.020
H: 3.284 -0.389 -1.842  0.450
H: 2.473 -1.137 -3.264  0.449
H: 4.248 -2.354 -1.137  0.309
H: 2.560 -2.917 -0.625  -0.121
H: 3.256 -3.373 -2.322  0.315
H: 0.094 -2.990 -1.086  -0.136
H: -1.026 -1.899 -2.064  -0.819
H: 0.762 -2.155 -4.140  0.145
H: 1.294 -3.700 -3.188  0.133
H: -0.797 -4.823 -3.652  0.309
H: -1.843 -3.192 -3.576  0.190
H: -1.754 -3.833 -5.754  0.275
H: -0.681 -2.592 -5.686  0.254
H: -1.629 -0.427 -3.507  0.146
H: 3.026 1.871 -4.175  0.343
H: -1.495 2.924 -2.173  0.080
H: -2.692 1.536 -2.222  0.438
H: -2.405 3.828 -0.106  0.406
H: -2.939 2.084 0.551  0.131
H: -4.967 3.498 -0.226  0.429
H: -4.706 2.046 -1.480  0.279
C: -2.106 3.611 -4.974  -0.020
C: -2.299 2.948 -6.331  -0.744
C: -0.982 2.532 -6.990  -0.231
C: -0.023 3.682 -7.314  -0.698
C: -0.594 4.772 -8.222  -0.465
C: -0.977 4.262 -9.605  -1.201
H: -1.535 4.539 -5.055  0.271
H: -3.077 3.859 -4.535  0.138
H: -1.585 2.942 -4.285  -0.218
H: -2.864 3.615 -6.988  0.390
H: -2.917 2.053 -6.195  0.328
H: -1.209 1.977 -7.907  0.424
H: -0.463 1.824 -6.332  -0.133
H: 0.874 3.260 -7.785  0.467
H: 0.320 4.145 -6.381  0.222
H: 0.161 5.557 -8.339  0.401
H: -1.460 5.248 -7.754  0.226
H: -0.112 3.824 -10.111  0.294
H: -1.347 5.086 -10.221  0.382
H: -1.766 3.508 -9.554  0.280
C: -5.748 -0.128 7.752  -1.178
C: -4.530 0.781 7.651  -0.408
C: -4.190 1.174 6.212  -0.843
C: -3.816 0.010 5.288  -0.158
C: -2.633 -0.840 5.757  -0.439
C: -1.329 -0.058 5.848  -1.050
H: -5.587 -1.079 7.238  0.280
H: -5.963 -0.351 8.800  0.381
H: -6.630 0.354 7.321  0.294
H: -3.672 0.299 8.131  0.232
H: -4.730 1.694 8.222  0.382
H: -3.371 1.902 6.232  0.304
H: -5.047 1.700 5.775  0.409
H: -3.589 0.419 4.294  -0.057
H: -4.685 -0.642 5.152  0.361
H: -2.495 -1.663 5.047  0.224
H: -2.851 -1.304 6.723  0.467
H: -1.066 0.376 4.878  0.111
H: -0.514 -0.721 6.155  0.343
H: -1.391 0.749 6.583  0.398

Properties
**HOMO**: -11.238 eV
**2S+1**: 1
**Energy relative to the best compared isomer or geometry (same formula, charge and spin)**: 10.1425 eV
**Net charge**: +1
**Gap between HOMO and LUMO**: 7.5 eV
**LUMO level**: -0.13804 Ha

Record 2
Here is a cluster of 9 separate species, C16H30F4N3O16 in total in a non-equilibrium geometry from the OMol25 dataset. Energies are from the ωB97M-V functional and the def2-TZVPD basis.

Each line ends with the Mulliken charge.
Element x y z (Å)
N: 4.337 1.111 -0.293  -0.244
H: 4.173 1.455 0.681  0.353
H: 4.531 1.907 -0.896  0.375
H: 3.472 0.637 -0.648  0.269
H: 5.167 0.520 -0.268  0.419
N: 0.882 2.607 -2.595  -0.125
H: 0.588 1.837 -1.951  -0.332
H: 0.703 2.282 -3.548  0.450
H: 1.822 2.963 -2.445  0.353
H: 0.209 3.352 -2.403  0.372
N: -1.166 3.202 0.654  -0.054
H: -1.793 3.150 1.450  0.392
H: -1.402 3.923 -0.022  0.414
H: -0.907 2.326 0.136  0.168
H: -0.211 3.432 0.987  0.169
C: 1.846 2.191 3.122  -0.719
C: 2.115 2.937 1.834  0.718
O: 3.094 2.665 1.118  -0.784
O: 1.280 3.830 1.534  -0.883
H: 1.061 2.585 3.761  0.295
H: 2.806 2.287 3.636  0.402
H: 1.598 1.147 2.921  -0.070
C: 0.724 -0.901 0.805  -0.834
C: 0.762 0.038 -0.379  0.875
O: 1.847 0.119 -1.027  -1.012
O: -0.205 0.880 -0.413  -0.293
H: 1.454 -0.774 1.601  0.393
H: 0.752 -1.921 0.408  0.193
H: -0.243 -0.834 1.303  -0.230
C: -1.208 -0.272 3.995  0.865
C: -1.467 -1.563 4.825  0.368
O: -2.137 -1.027 5.923  -0.341
C: -1.771 0.293 6.102  0.565
O: -1.864 0.869 7.129  -0.508
O: -1.229 0.735 4.982  -0.351
F: -0.268 -2.078 5.256  -0.325
H: -2.061 -0.216 3.316  -0.251
H: -0.294 -0.118 3.429  -0.353
H: -1.993 -2.281 4.203  0.376
C: 2.573 -3.824 -1.714  -0.093
C: 3.559 -2.892 -2.403  0.790
O: 2.953 -2.878 -3.697  -0.360
C: 1.761 -3.455 -3.745  0.751
O: 1.042 -3.488 -4.684  -0.519
O: 1.433 -3.949 -2.506  -0.329
F: 4.779 -3.485 -2.491  -0.301
H: 2.329 -3.261 -0.800  -0.062
H: 2.971 -4.757 -1.315  0.311
H: 3.699 -1.881 -2.021  -0.162
C: -3.327 0.302 -0.048  0.427
C: -4.703 -0.249 -0.400  0.358
O: -4.956 -1.280 0.568  -0.341
C: -4.090 -1.125 1.576  0.549
O: -4.079 -1.718 2.602  -0.504
O: -3.162 -0.212 1.277  -0.238
F: -4.822 -0.727 -1.646  -0.238
H: -3.325 1.389 -0.025  0.114
H: -2.496 -0.072 -0.639  -0.473
H: -5.470 0.522 -0.295  0.223
C: -0.224 -0.405 -3.763  0.976
C: -1.105 -1.537 -3.259  -0.040
O: -2.240 -0.787 -2.935  -0.178
C: -2.388 0.228 -3.796  0.688
O: -3.391 0.856 -3.909  -0.506
O: -1.217 0.441 -4.388  -0.438
F: -0.608 -2.142 -2.161  -0.231
H: 0.442 -0.791 -4.535  0.373
H: 0.333 0.134 -3.003  -1.060
H: -1.274 -2.251 -4.068  0.440

Properties
**HOMO**: -12.212 eV
**2S+1**: 1
**Energy relative to the best compared isomer or geometry (same formula, charge and spin)**: 2.3328 eV
**Net charge**: +1
**Gap between HOMO and LUMO**: 8.4 eV
**LUMO level**: -0.14187 Ha

Record 3
Here is a cluster of 2 separate species, CH4O2S in total from the OMol25 dataset. Energies are from the ωB97M-V functional and the def2-TZVPD basis.

Each line ends with the Mulliken charge.
Element x y z (Å)
S: 0.951 -4.401 -4.559  -0.286
H: 0.788 -3.230 -5.197  0.144
H: -0.162 -4.076 -3.880  0.142
O: -0.261 3.446 2.325  -0.409
C: -0.868 2.987 3.234  0.246
O: -0.749 3.449 4.500  -0.419
H: -1.567 2.135 3.128  0.237
H: -1.590 3.282 4.958  0.344

Properties
**HOMO**: -9.795 eV
**2S+1**: 1
**Energy relative to the best compared isomer or geometry (same formula, charge and spin)**: 0.4077 eV
**SMILES**: O=CO.S
**Gap between HOMO and LUMO**: 10.4 eV
**LUMO level**: 0.02101 Ha

Record 4
Here is an isolated molecule of C3H3Cl2NS in a non-equilibrium geometry from the OMol25 dataset. Energies are from the ωB97M-V functional and the def2-TZVPD basis.

Each line ends with the Mulliken charge.
Element x y z (Å)
C: -0.738 -0.029 1.127  -0.213
C: -0.986 -1.019 -1.322  -0.456
C: 1.469 0.854 0.559  0.450
N: 0.474 0.424 1.125  -0.376
S: -1.898 -0.402 -0.165  0.103
Cl: 1.563 0.975 -1.323  -0.253
Cl: 2.850 1.354 1.273  -0.137
H: -1.234 0.248 2.030  0.363
H: 0.084 -1.037 -1.166  0.257
H: -1.584 -1.368 -2.139  0.262

Properties
**HOMO (alpha / beta)**: -7.762 / -7.578 eV
**2S+1**: 1
**Energy relative to the best compared isomer or geometry (same formula, charge and spin)**: 2.9377 eV
**Gap between HOMO and LUMO (alpha / beta)**: 7.4 / 6.6 eV
**LUMO level (alpha / beta)**: -0.01498 / -0.03732 Ha

Record 5
Here is an isolated molecule of C20H15Cl2F8NO2 from the OMol25 dataset. Energies are from the ωB97M-V functional and the def2-TZVPD basis.

Each line ends with the Mulliken charge.
Element x y z (Å)
O: 0.194 -1.302 3.627  -0.671
H: 0.592 -1.089 2.771  0.426
C: -1.151 -0.928 3.589  0.231
C: -1.294 0.528 3.110  -0.920
H: -0.857 1.203 3.859  0.596
O: -0.574 0.644 1.895  -0.073
C: -0.581 1.924 1.343  -1.275
C: 0.396 1.947 0.164  1.034
F: -0.123 1.347 -0.923  -0.193
F: 0.629 3.231 -0.197  -0.367
C: 1.758 1.275 0.512  0.431
F: 2.190 1.768 1.692  -0.346
F: 1.592 -0.047 0.686  -0.039
C: 2.867 1.518 -0.555  0.631
F: 2.374 1.363 -1.796  -0.258
F: 3.292 2.795 -0.463  -0.303
C: 4.102 0.589 -0.401  0.024
F: 3.774 -0.679 -0.672  -0.166
F: 4.564 0.633 0.857  -0.263
H: 4.895 0.917 -1.091  0.306
H: -0.248 2.682 2.068  0.402
H: -1.576 2.198 0.960  0.392
H: -2.348 0.793 2.961  0.313
C: -2.006 -1.912 2.743  -1.197
N: -1.927 -1.688 1.329  0.358
C: -2.774 -0.884 0.605  -0.121
C: -3.952 -0.254 0.986  -0.601
C: -4.621 0.511 0.050  -1.012
C: -4.123 0.645 -1.245  -0.011
C: -2.962 0.018 -1.651  -0.304
C: -2.284 -0.755 -0.718  0.638
C: -1.070 -1.515 -0.774  0.727
C: -0.141 -1.740 -1.781  -0.329
C: 0.954 -2.524 -1.478  -0.059
C: 1.136 -3.084 -0.214  -0.929
C: 0.221 -2.861 0.795  -0.868
C: -0.882 -2.066 0.515  0.131
H: 0.378 -3.293 1.771  0.429
H: 2.010 -3.688 -0.028  0.442
Cl: 2.144 -2.819 -2.696  -0.233
H: -0.265 -1.310 -2.761  0.500
H: -2.589 0.129 -2.655  0.501
Cl: -4.998 1.631 -2.371  -0.237
H: -5.537 1.013 0.318  0.444
H: -4.356 -0.352 1.983  0.407
H: -1.657 -2.923 2.969  0.321
H: -3.051 -1.831 3.051  0.461
H: -1.504 -0.989 4.625  0.629

Properties
**HOMO**: -7.915 eV
**2S+1**: 1
**Energy relative to the best compared isomer or geometry (same formula, charge and spin)**: 0.0000 eV
**SMILES**: O[C@@H](COCC(F)(F)C(F)(F)C(F)(F)C(F)F)Cn1c2ccc(Cl)cc2c2cc(Cl)ccc21
**Gap between HOMO and LUMO**: 8.3 eV
**LUMO level**: 0.01297 Ha

> The lowest energy relative to the best compared isomer or geometry (same formula, charge and spin) belongs to which entry?

C20H15Cl2F8NO2

> Look up the energy relative to the best compared isomer or geometry (same formula, charge and spin) of the fifth one.

0.0000 eV

> Among the records above, which one has the lowest energy relative to the best compared isomer or geometry (same formula, charge and spin)?

C20H15Cl2F8NO2

> What is the energy relative to the best compared isomer or geometry (same formula, charge and spin) in the first record?

10.1425 eV